1.
Computed, not measured: a structure of composition C4H6P2 in a non-equilibrium geometry, with ωB97M-V/def2-TZVPD.

Calculated total energy, eV: -22819.640
E_HOMO, eV: -8.60
Maximum force, eV Å⁻¹: 4.97
Kohn-Sham gap, eV: 7.741
Energy relative to the best compared isomer or geometry (same formula, charge and spin), kJ/mol: 130.9

Atoms and positions in Å:
H -1.39853 0.06822 -1.42726
C 1.24284 0.00807 -0.46615
P -4.22867 -0.95043 -0.15836
C -2.87199 0.03087 0.57473
H 1.73530 0.93791 -0.17561
C -1.22430 -0.02767 -0.37151
C -0.07198 -0.09305 0.24495
H -2.65350 0.04010 1.63189
H 1.09894 0.01784 -1.54422
H 1.90024 -0.81789 -0.19517
H -0.01536 -0.19284 1.32056
P -4.15650 1.07361 -0.20321

2.
Computed, not measured: the molecule C4H4N2O3 in a non-equilibrium geometry, with ωB97M-V/def2-TZVPD.

Calculated total energy, eV: -13326.959
E_HOMO (alpha / beta), eV: -9.32 / -9.32
Maximum force, eV Å⁻¹: 4.85
Kohn-Sham gap (alpha / beta), eV: 8.011 / 8.011
Energy relative to the best compared isomer or geometry (same formula, charge and spin), kJ/mol: 858.9

Atoms and positions in Å:
H 2.68665 -0.45864 0.61584
C -2.04745 0.18324 0.46766
H -1.05628 1.93675 0.21133
N -0.36606 -1.01634 -0.87667
O 1.80716 2.10200 0.40996
N 1.32393 1.10744 -0.12735
C 1.72360 -0.12478 0.14419
H 1.11707 -2.20236 0.02198
H -2.84474 -0.09269 1.07527
O 0.01496 -1.26314 -2.00126
C 0.87095 -1.17464 -0.15879
O -1.82883 1.53992 0.57852
C -1.40097 -0.53677 -0.36066

3.
Computed, not measured: a cluster of 2 separate species, CH3N2O2 in total in a non-equilibrium geometry, with ωB97M-V/def2-TZVPD.

Calculated total energy, eV: -8146.095
E_HOMO (alpha / beta), eV: -13.25 / -13.25
Maximum force, eV Å⁻¹: 2.61
Kohn-Sham gap (alpha / beta), eV: 6.493 / 6.495
Energy relative to the best compared isomer or geometry (same formula, charge and spin), kJ/mol: 486.1
Total charge: +1

Atoms and positions in Å:
O -2.06001 1.26194 1.18854
O -0.01145 1.33456 2.05274
C 0.25556 -0.76620 -0.10357
N -1.00461 1.26487 1.56760
H 1.50628 -0.78941 -1.87990
H -0.15206 -0.27203 -1.92629
N 0.56173 -0.65008 -1.37399
H 0.90455 -1.38365 0.47488

4.
Computed, not measured: the molecule C5H5NO in a non-equilibrium geometry, with ωB97M-V/def2-TZVPD.

Calculated total energy, eV: -8799.444
Structure (SMILES): O/C=C1/C=CN=C1
E_HOMO, eV: -8.07
Maximum force, eV Å⁻¹: 9.36
Kohn-Sham gap, eV: 7.818
Energy relative to the best compared isomer or geometry (same formula, charge and spin), kJ/mol: 383.6

Atoms and positions in Å:
C 2.11577 0.08642 0.06014
O -2.32046 -0.60082 -0.02338
H -0.07566 -2.13440 -0.27417
C 1.11514 0.99068 -0.22764
N 1.67946 -1.11303 0.06381
H -2.16195 1.49237 0.21582
H -3.13166 -0.26897 0.36738
C -0.15104 0.18989 -0.07749
C -1.57191 0.39717 -0.07275
H 0.96601 2.02476 -0.06675
C 0.37105 -1.26271 -0.22233
H 3.16525 0.19865 0.25737

5.
Computed, not measured: a structure of composition C38H42BrClN2Ti, with ωB97M-V/def2-TZVPD.

Calculated total energy, eV: -148749.534
Spin multiplicity: 2
E_HOMO (alpha / beta), eV: -2.81 / -4.54
Maximum force, eV Å⁻¹: 0.14
Kohn-Sham gap (alpha / beta), eV: 5.341 / 7.076
⟨S²⟩: 0.771
Energy relative to the best compared isomer or geometry (same formula, charge and spin), kJ/mol: 11.1
Total charge: -1

Atoms and positions in Å:
N 0.36864 -1.52985 -2.68748
H -5.36002 2.07223 -2.45949
H 3.55438 -1.81809 4.13180
H 7.61358 2.09538 2.47207
H 1.44926 1.29433 -0.70923
H 2.14248 0.18243 1.21608
C -0.11343 -2.44162 -3.59905
H -1.82175 -0.59675 3.24432
H 0.76276 3.91284 3.13492
H -2.28713 1.00225 2.63388
H -6.36857 2.32093 -0.21424
C 2.63951 -1.69740 2.15639
H 6.69403 1.52171 0.24202
Cl 4.29823 0.42727 -0.58477
H -0.72645 -2.57346 2.21575
H 2.04049 -2.98328 -1.02164
H -2.98085 4.00570 1.05708
C -3.22977 0.05268 -0.73983
H -4.52264 -1.17445 -3.70751
H -1.17876 0.49716 -3.22691
C 4.85945 0.76619 1.02887
H 3.87257 -2.45009 0.45583
C 4.06350 0.49682 2.14155
H -4.05915 1.20941 -3.85636
C 6.12279 1.33265 1.14054
H -1.56718 4.75334 2.96015
H -2.88012 -1.50033 -3.15100
C 3.68355 -2.24553 3.13296
H -5.43655 1.00611 1.66795
C 1.48371 -0.81664 -3.13452
H 3.99783 0.67715 4.26361
H -3.14708 -0.92926 -4.80161
Ti -0.32171 -0.76256 -0.92103
C -1.17470 4.06553 2.22127
C 2.69492 -0.13424 2.10169
H 0.00662 1.55980 -1.69370
N -2.02778 -0.61297 -0.87754
H -2.52830 -2.37652 0.75093
H 2.75664 -0.20255 -4.69449
H -1.83703 1.25759 -4.66370
C 0.41604 -2.40646 0.34985
C 0.62589 2.70885 1.37103
C 0.35428 1.28201 -0.68668
C 0.26352 -2.50029 -4.90615
C 0.12549 3.59012 2.31929
C -1.96178 3.64916 1.15396
H -2.10179 2.43272 -0.59779
C 2.84890 -2.28954 0.78091
H 4.70054 -2.02428 2.80151
H 1.98921 -0.22275 -2.38079
H 1.54401 -1.62260 -6.42717
C -3.82433 0.73267 -1.83647
C -0.15890 2.26137 0.30266
C 1.25427 -2.06742 2.63911
C -3.86863 0.12753 0.52343
Br -1.25405 -3.78928 -2.88958
C -2.12262 -0.03966 2.35319
H -4.24413 -2.53124 1.12549
H 3.57516 -3.32818 3.21114
C 1.90435 -0.81382 -4.42700
C 0.25266 -2.35737 1.80719
H 6.23369 1.67294 4.49841
H -0.17959 -3.25208 -5.54489
H -4.18317 -0.50719 2.49038
H 2.13900 0.24376 2.96490
C 1.82979 -2.58519 -0.03370
C -1.46397 2.76278 0.21383
C 4.60166 0.85404 3.38148
C -5.51164 1.67573 -0.36348
C -3.35412 0.60417 -3.27639
C -3.48516 -0.83801 -3.76572
C -3.39217 -0.63857 1.74318
H -0.23918 -3.14613 -0.12555
C -4.93541 1.53899 -1.61494
C 1.24988 -1.61818 -5.38842
H 1.65129 2.36582 1.45243
H -1.28729 -0.05933 1.65408
C -3.29052 -2.14463 1.49249
H 1.08874 -2.04076 3.71329
C -1.96367 1.16184 -3.58188
H -3.04892 -2.66583 2.42300
H -1.82013 2.14726 -3.13293
C 6.62937 1.65308 2.38710
C -4.98121 0.94433 0.68464
C 5.85867 1.41568 3.51600

6.
Computed, not measured: a structure of composition C5H8O2 in a non-equilibrium geometry, with ωB97M-V/def2-TZVPD.

Calculated total energy, eV: -9407.147
E_HOMO, eV: -8.49
Maximum force, eV Å⁻¹: 1.70
Kohn-Sham gap, eV: 9.273
Energy relative to the best compared isomer or geometry (same formula, charge and spin), kJ/mol: 259.1

Atoms and positions in Å:
H -2.39753 -1.59987 0.58318
H 0.19289 -2.66988 0.13176
H -0.98520 1.75630 1.10716
H 0.21852 0.55771 -1.47676
C -0.67596 1.84232 0.06435
C -0.86112 -0.71187 -0.13084
O -2.20194 -0.79224 0.09366
C -0.19778 0.51959 -0.47644
H 3.10447 -0.37352 -0.27900
C 1.25269 -0.66247 0.18700
H 1.44015 -0.11354 1.10630
C 0.15109 -1.58987 0.12479
O 2.38958 -0.97268 -0.52500
H 0.10723 2.59932 -0.00805
H -1.53709 2.21070 -0.50210

7.
Computed, not measured: the molecule C2H6N2O in a non-equilibrium geometry, with ωB97M-V/def2-TZVPD.

Calculated total energy, eV: -7196.354
Structure (SMILES): [H]/N=C(/C)ON
E_HOMO, eV: -9.69
Maximum force, eV Å⁻¹: 5.87
Kohn-Sham gap, eV: 10.447
Energy relative to the best compared isomer or geometry (same formula, charge and spin), kJ/mol: 331.2

Atoms and positions in Å:
N 2.05972 0.06972 0.05050
H 2.61448 -0.78158 0.33250
C -0.29201 0.40271 -0.01078
H 0.64074 2.03153 0.25213
N -0.21573 1.70959 0.00909
O 0.68643 -0.52488 0.03267
H 2.41416 0.32050 -0.96383
H -2.46699 0.21959 0.04742
H -1.38392 -0.94655 1.00740
H -1.58791 -1.12006 -0.94287
C -1.58154 -0.40078 0.03918

Copy entry 3 word for word.
Computed, not measured: a cluster of 2 separate species, CH3N2O2 in total in a non-equilibrium geometry, with ωB97M-V/def2-TZVPD.

Calculated total energy, eV: -8146.095
E_HOMO (alpha / beta), eV: -13.25 / -13.25
Maximum force, eV Å⁻¹: 2.61
Kohn-Sham gap (alpha / beta), eV: 6.493 / 6.495
Energy relative to the best compared isomer or geometry (same formula, charge and spin), kJ/mol: 486.1
Total charge: +1

Atoms and positions in Å:
O -2.06001 1.26194 1.18854
O -0.01145 1.33456 2.05274
C 0.25556 -0.76620 -0.10357
N -1.00461 1.26487 1.56760
H 1.50628 -0.78941 -1.87990
H -0.15206 -0.27203 -1.92629
N 0.56173 -0.65008 -1.37399
H 0.90455 -1.38365 0.47488